C4H32CdF12N2O24S4 as an isolated structure at a distorted geometry. Source: OMol25; level of theory: ωB97M-V/def2-TZVPD.

CARTESIAN COORDINATES (ANGSTROEM)
Cd: -0.48889 0.93580 -0.45862
C: 0.57524 -4.06517 1.64769
F: 0.95260 -4.32381 0.36284
F: -0.11100 -2.92877 1.79981
F: -0.21008 -5.10253 1.98150
S: 2.11453 -3.97332 2.74935
O: 3.26652 -4.52473 1.96708
O: 2.35233 -2.50577 2.98427
N: 1.70023 -4.79511 4.31446
S: 2.28042 -6.26082 4.04702
O: 1.93905 -7.18065 5.12322
O: 2.03248 -6.87314 2.74370
C: 4.23527 -6.18204 4.16104
F: 4.75299 -7.08519 5.06854
F: 4.71552 -6.49969 2.94475
F: 4.67889 -4.99647 4.55420
C: -3.39441 3.02634 1.62593
F: -3.58205 1.96022 2.47642
F: -4.44820 3.91062 1.80853
F: -2.31492 3.62186 1.97642
S: -3.38175 2.54559 -0.32356
O: -4.79776 2.44522 -0.75725
O: -2.57678 3.59750 -0.95482
N: -2.43687 1.00805 -0.17978
S: -3.61540 -0.03970 -0.04047
O: -3.05892 -1.31540 0.39940
O: -4.83287 0.27033 0.70485
C: -4.05842 -0.34239 -1.93075
F: -4.62971 -1.55504 -1.92588
F: -4.90355 0.60189 -2.38258
F: -2.99025 -0.32531 -2.62184
O: -1.59904 -3.60648 -0.74417
H: -2.12251 -3.46724 -1.53336
H: -0.87547 -4.16345 -1.03131
O: -0.11398 0.20894 1.51860
H: -0.70625 -0.40338 1.95508
H: 0.41706 0.57471 2.22603
O: 4.17326 3.00106 -1.41067
H: 4.45326 3.62177 -0.73795
H: 3.23088 3.14657 -1.49418
O: -1.99569 -1.13713 3.03085
H: -2.26600 -1.58025 2.22660
H: -2.63405 -1.41870 3.68617
O: 1.51740 -2.15802 -3.21405
H: 2.11456 -2.76059 -2.77072
H: 0.84179 -2.72260 -3.58957
O: -0.41465 -1.03756 -1.33044
H: 0.23010 -1.29622 -1.98894
H: -0.69391 -1.86156 -0.93136
O: 3.21921 0.03585 1.74192
H: 3.11950 -0.55689 2.48687
H: 3.93859 -0.33757 1.23272
O: 1.52202 0.80519 -0.68736
H: 2.01665 0.69105 -1.49887
H: 2.18308 0.76781 0.00390
O: 1.50415 3.48604 -2.57951
H: 1.71360 3.80307 -3.45806
H: 1.04514 4.21605 -2.16403
O: 2.91622 0.49071 -2.99679
H: 2.60808 -0.39388 -3.19373
H: 3.86810 0.43796 -3.08278
O: -2.43406 0.96545 -4.86344
H: -3.02383 0.21499 -4.93571
H: -2.00583 1.01729 -5.71794
O: -0.09037 2.88411 0.22883
H: -0.21260 3.02386 1.16785
H: 0.13488 3.74851 -0.11513
O: 0.38672 2.99607 2.92717
H: 0.62538 3.82757 2.51744
H: 0.75376 3.04927 3.80960
O: -0.61902 1.60938 -2.37776
H: -1.36247 1.76944 -2.95905
H: 0.14121 1.92040 -2.86923
O: 0.42516 5.47631 -0.97272
H: -0.27682 6.10225 -1.15064
H: 1.06279 5.97077 -0.45778
O: -1.97006 5.65705 -2.49072
H: -2.30000 5.40896 -3.35433
H: -2.20988 4.92484 -1.92276

Atoms 1-3, force components in eV/Å:
Cd 0.763 -1.238 1.080
C -0.376 -1.573 0.437
F -0.239 1.140 0.707

As for the net charge: 0. The lowest unoccupied orbital energy is -0.0369 Ha. The energy above the lowest of the compared OMol25 structures with the same formula, charge and spin is 0.00 kJ/mol. The value obtained for the HOMO energy is -0.327 hartree. Its frontier orbital gap is 7.89 eV.